Entry 1:
A molecular structure, C15H31ClP2Zn in a non-equilibrium geometry. Source: the Open Molecules 2025 dataset; level of theory: ωB97M-V/def2-TZVPD.

Atoms and positions in Å:
P 1.2008 0.0505 -1.0721
P 2.1054 3.0414 -0.8749
C 1.3744 0.9865 -2.6684
C 2.3175 2.1862 -2.5073
H 0.3595 1.3409 -2.9167
H 1.7129 0.3242 -3.4799
H 3.3884 1.8971 -2.6100
H 2.1284 2.9866 -3.2520
C 0.3700 3.6231 -0.7304
H 0.3897 4.4464 -0.0085
H -0.2945 2.8477 -0.3220
H -0.0247 3.9675 -1.6942
C 3.0351 4.6020 -1.1796
H 3.0770 4.8564 -2.2533
H 4.0567 4.5074 -0.7953
H 2.5391 5.4329 -0.6555
C -0.5041 -0.6172 -1.1720
H -0.6444 -1.4435 -0.4621
H -0.7896 -1.0003 -2.1670
H -1.2139 0.1746 -0.8922
C 2.2155 -1.4726 -1.1535
H 3.0769 -1.2989 -0.4943
H 2.5689 -1.6593 -2.1791
H 1.6581 -2.3363 -0.7650
Zn 1.8772 1.3340 0.4776
C -2.7724 -0.5515 1.3241
C -3.5237 -1.0092 0.3085
C -3.9196 -2.4174 0.0054
C -3.2143 -3.5164 0.8667
C -1.7348 -3.5965 0.6515
C -0.7138 -2.9776 1.2703
C -0.7632 -1.8417 2.2453
C -2.1756 -1.2612 2.4855
C 2.2120 0.4427 2.2934
H -2.6833 0.5358 1.3801
H -3.9261 -0.2776 -0.4014
H -3.7344 -2.6314 -1.0636
H -5.0160 -2.5149 0.1490
H -3.5078 -3.3635 1.9173
H -3.6505 -4.4887 0.5530
H -1.4776 -4.3225 -0.1289
H 0.2904 -3.3653 1.0651
H -0.0625 -1.0540 1.9102
H -0.3582 -2.1589 3.2241
H -2.8172 -2.0317 2.9240
H -2.0406 -0.5135 3.2764
H 3.2392 0.6900 2.5918
H 2.0742 -0.6401 2.2823
H 1.5297 0.8995 3.0310
Cl 2.7657 3.1883 1.6663

Forces on atoms 1 to 3 (eV/Å):
-2.22 -2.37 -2.75
0.82 0.93 -1.93
0.19 -0.04 -0.14

LUMO energy, eV: 0.410
Orbital gap, eV: 6.8
ΔE to the lowest compared entry with this formula, charge and spin, kJ/mol: 0.0
Strongest force on any atom, hartree/bohr: 0.093
E_HOMO, hartree: -0.234

=====

Entry 2:
A molecular structure, C37H22BrCl2F5N2O4Sn in a non-equilibrium geometry. Source: the Open Molecules 2025 dataset; level of theory: ωB97M-V/def2-TZVPD.

Atoms and positions in Å:
Sn 10.1500 13.5979 13.3729
C 14.3969 13.9531 12.9812
O 13.5230 15.0238 12.8258
C 13.9334 16.2682 12.8106
C 15.2364 16.6942 12.8377
C 15.4985 18.0293 12.9391
Br 17.3880 18.5989 12.8925
C 14.5611 19.0529 12.9347
C 13.2346 18.5702 12.9052
C 12.9390 17.2209 12.8891
O 11.6336 16.8417 13.0767
C 12.1769 19.6083 13.0614
N 12.4874 20.8696 13.1373
C 11.2686 21.5611 13.1998
C 11.0234 22.9300 13.3588
C 9.7013 23.2934 13.4794
C 8.6328 22.4068 13.2498
C 8.8726 21.0487 13.0472
C 10.2239 20.6484 13.0779
N 10.8410 19.3997 12.9999
H 14.9666 14.1677 13.8865
H 15.0696 13.7503 12.1382
H 13.7940 13.0506 13.1117
H 16.0366 15.9818 12.8230
H 14.7407 20.1213 12.8894
H 11.5557 15.9957 13.6321
H 11.8428 23.5964 13.4126
H 9.4878 24.3313 13.7389
H 7.6507 22.7948 13.1597
H 8.1036 20.2966 12.8377
H 10.4253 18.4811 12.9634
Cl 7.3710 16.6406 12.8804
C 7.2311 15.6730 14.3758
Cl 8.5453 15.9697 15.5113
C 6.9766 14.1761 14.0662
O 5.8579 13.6884 14.2825
O 7.9783 13.4874 13.6155
H 6.3535 16.0623 14.8670
F 12.0631 15.1578 15.6298
C 11.3660 14.2235 16.3540
C 10.4860 13.3201 15.7212
C 9.7926 12.4901 16.6166
F 8.9454 11.5599 16.1202
C 9.9552 12.4944 17.9665
F 9.2285 11.7092 18.7621
C 10.8306 13.4061 18.5060
F 10.9777 13.5071 19.8491
C 11.4873 14.3381 17.7189
F 12.2303 15.2799 18.3123
C 10.2563 11.6243 12.8323
C 10.6267 11.0647 11.7959
C 10.9962 10.2915 10.6816
C 12.3773 10.0395 10.5155
C 12.9170 9.1204 9.5588
C 14.3007 9.0380 9.3644
C 15.1883 9.8036 10.1274
C 14.6607 10.5895 11.1691
C 13.3186 10.6965 11.3564
C 9.9262 10.0419 9.7322
C 8.5808 10.0959 10.1746
C 7.5383 9.8651 9.2679
C 7.7966 9.5423 7.9419
C 9.1266 9.5240 7.5200
C 10.1770 9.8004 8.3522
H 12.3164 8.4671 8.9147
H 14.7082 8.3054 8.6952
H 16.2617 9.7007 9.9259
H 15.3275 11.0837 11.8653
H 12.9584 11.3067 12.1386
H 8.3733 10.3800 11.1718
H 6.5048 9.9284 9.5756
H 6.9549 9.3192 7.2706
H 9.3310 9.2228 6.4787
H 11.2019 9.9028 7.9695

Forces on atoms 1 to 3 (eV/Å):
-0.22 0.79 0.68
0.64 -0.62 0.57
-1.41 -0.97 -0.74

LUMO energy, eV: 3.514
Charge: -2
Orbital gap, eV: 4.1
ΔE to the lowest compared entry with this formula, charge and spin, kJ/mol: 40.5
Strongest force on any atom, hartree/bohr: 0.055
E_HOMO, hartree: -0.023

=====

Q: What is the formula in the first record?
A: C15H31ClP2Zn